Entry 1:
Here is a 8-piece molecular cluster, C12H27F2N3O12 overall at a distorted geometry from the Open Molecules 2025 dataset. Energies are from ωB97M-V/def2-TZVPD.

**Relative energy (zero: lowest compared OMol25 entry of this formula, charge and spin)**: 879.74 kJ/mol
**Largest force on an atom**: 0.1431 Eh/bohr
**Lowest unoccupied orbital energy**: -2.31 eV
**Charge**: 0
**Frontier orbital gap**: 4.57 eV
**E_HOMO**: -6.9 eV

```
56
Properties=species:S:1:pos:R:3:forces:R:3:lowdin_charge:R:1
F 5.262914 -3.032334 -2.976839 0.3 0.5 -0.1 0.07
F 3.704614 5.984756 3.611301 -0.3 2.6 1.4 0.09
O 4.072414 -2.701954 -1.135869 -0.7 -3.5 -4.1 0.20
O 2.886384 3.525066 1.823231 -0.2 -1.6 0.6 0.10
O 3.575454 -1.938484 0.858461 1.8 1.1 -3.3 0.08
O -0.988956 3.436926 -1.255419 -0.6 3.2 0.6 -0.12
O -0.686816 -4.435984 -3.137419 0.6 0.1 0.0 -0.15
O -3.883936 0.446806 3.444931 -1.7 -0.2 1.2 -0.17
O -0.281826 -4.621364 -0.977459 0.8 0.2 0.9 -0.13
O -0.153176 1.743076 -2.212939 1.4 0.5 -1.1 -0.19
O 4.663914 -0.740324 -0.755169 1.7 3.3 0.6 0.10
O -5.075866 -1.177254 2.652211 -1.4 -2.5 -2.3 -0.12
O 3.897394 3.873696 3.753091 1.5 -1.5 1.1 0.16
O 2.804974 1.898986 3.397591 1.1 3.4 -1.0 0.12
N -0.368326 -0.767824 1.116141 0.1 0.4 0.1 0.36
N -4.897706 2.006346 -0.555129 0.1 0.8 -0.3 0.36
N -4.629986 -3.006924 -1.573189 0.2 -0.1 -1.4 0.35
C 3.540544 4.720186 1.715031 0.2 2.5 -2.3 -0.09
C -4.903966 -0.350454 3.526761 2.0 2.7 0.1 -0.81
C 4.316714 4.970546 3.041121 -1.8 -0.6 -3.0 -0.32
C 3.179084 3.011616 3.012061 -1.8 -4.1 1.2 -0.51
C 4.080284 -1.788164 -0.283729 -2.3 0.3 7.0 -0.65
C -5.917456 -0.406704 4.715621 1.3 1.0 -0.1 -0.04
C -0.104116 3.018726 -2.010699 -0.6 -4.7 0.3 -0.78
C 0.699824 -6.213534 -2.454769 0.4 -0.5 -1.5 -0.05
C 4.362084 -2.166694 -2.428479 -1.4 -2.2 -0.9 -0.27
C 4.890454 -0.817424 -2.173069 0.4 0.8 1.2 -0.01
C 1.115824 3.802146 -2.549109 -1.4 -0.1 0.6 -0.03
C -0.051226 -4.953604 -2.161269 -3.0 0.9 -0.8 -0.81
H 0.255964 -7.000864 -1.845509 1.0 -0.1 0.4 0.07
H 0.388234 -0.724074 1.783821 0.9 -0.2 0.0 0.15
H -5.338716 -1.067204 5.361301 -0.8 -0.5 0.3 0.07
H -1.181276 -0.556754 1.677081 -1.0 -0.1 0.0 0.14
H -4.888046 -2.277864 -2.222789 0.5 1.1 0.2 0.15
H 0.967374 4.141936 -3.574099 -0.2 0.2 0.1 0.06
H 2.795074 5.490186 1.516331 -0.2 0.4 0.9 0.14
H 3.472404 -2.204724 -3.057049 -0.1 -0.2 0.1 0.18
H -0.250376 -0.066564 0.398901 0.2 0.9 -0.4 0.14
H -4.755246 1.407526 0.245641 -0.5 -0.7 0.7 0.15
H -5.229826 1.577196 -1.406959 0.3 -0.7 -0.1 0.15
H 1.774844 -6.088334 -2.584249 0.3 -0.2 1.5 0.07
H -3.990036 2.425596 -0.698169 1.0 0.5 -0.6 0.15
H -3.675766 -3.290934 -1.743159 1.2 -0.2 -0.3 0.15
H -6.927176 -0.705284 4.433791 0.4 -0.6 -0.1 0.06
H 0.549254 -6.531604 -3.486399 -0.9 0.2 -0.2 0.06
H -6.040316 0.508606 5.294601 0.4 0.3 -0.2 0.06
H -4.706696 -2.752344 -0.598819 -0.7 -0.1 0.6 0.16
H -5.203106 -3.735084 -1.974949 -0.5 -1.1 1.0 0.16
H 4.004224 4.773956 0.730041 1.2 -0.5 0.3 0.14
H 1.998514 3.163166 -2.574859 -0.1 0.1 0.4 0.06
H 5.367464 5.212596 2.881651 0.2 -0.7 0.7 0.17
H 5.933804 -0.859414 -2.485739 0.2 0.5 0.5 0.15
H -0.397666 -1.645634 0.617451 -0.1 -0.9 0.1 0.15
H 4.393784 0.100806 -2.486559 -0.1 -0.6 -1.0 0.15
H 1.124914 4.626036 -1.835499 0.8 0.3 -0.4 0.06
H -5.551136 2.759196 -0.392829 -0.3 0.3 0.7 0.16
```
Positions in Å, forces in eV/Å.


Entry 2:
Here is an isolated molecule of C3H6O at a distorted geometry from the Open Molecules 2025 dataset. Energies are from ωB97M-V/def2-TZVPD.

**Relative energy (zero: lowest compared OMol25 entry of this formula, charge and spin)**: 82.58 kJ/mol
**Largest force on an atom**: 0.0673 Eh/bohr
**Lowest unoccupied orbital energy**: 1.03 eV
**Charge**: 0
**Structure (SMILES)**: CCC=O
**Frontier orbital gap**: 10.97 eV
**E_HOMO**: -9.9 eV

```
10
Properties=species:S:1:pos:R:3:forces:R:3:lowdin_charge:R:1
O 1.781044 -0.820987 -0.058869 -1.0 2.6 0.1 0.01
C -0.180998 0.601098 -0.064315 0.9 1.8 2.4 -0.27
C 1.292145 0.311427 0.006979 2.3 -0.7 0.0 -0.26
C -0.898465 -0.668384 0.034204 -1.6 -3.1 -0.2 -0.15
H -0.409050 1.250864 -0.896461 -0.1 -0.1 -0.6 0.11
H -2.015647 -0.678886 -0.055839 0.9 0.6 0.6 0.08
H -0.339943 1.292548 0.820394 0.0 -0.6 -0.7 0.13
H -0.648045 -1.168335 -0.914498 0.2 -0.6 0.5 0.08
H 1.988263 1.242074 0.205462 -1.0 -1.4 -0.4 0.14
H -0.569303 -1.361421 0.922941 -0.6 1.5 -1.8 0.13
```
Positions in Å, forces in eV/Å.


Entry 3:
Here is C2H6N2S as an isolated structure at a distorted geometry from the Open Molecules 2025 dataset. Energies are from ωB97M-V/def2-TZVPD.

**Relative energy (zero: lowest compared OMol25 entry of this formula, charge and spin)**: 608.80 kJ/mol
**Largest force on an atom**: 0.1086 Eh/bohr
**Lowest unoccupied orbital energy**: -1.09 eV
**Charge**: 0
**Frontier orbital gap**: 7.80 eV
**E_HOMO**: -8.9 eV

```
11
Properties=species:S:1:pos:R:3:forces:R:3:lowdin_charge:R:1
S -1.214541 1.171313 -1.527944 3.4 0.1 3.4 0.56
N 0.811243 -0.599830 0.750496 -1.6 -1.0 4.4 -0.08
N 0.179972 0.013010 -1.531449 1.9 0.8 -2.8 -0.44
C 0.905823 -0.587710 -0.447930 2.3 2.3 -4.6 -0.42
C -0.472298 -0.381594 1.330856 -2.9 -0.3 1.3 -0.22
H -0.913359 0.743447 0.982498 0.7 -3.7 1.4 -0.01
H 1.944520 -0.771930 -0.737094 -0.2 -0.4 -1.0 0.11
H 1.052137 0.202957 -2.338360 -3.9 -0.2 2.9 0.17
H -0.699296 2.117011 0.105892 -1.0 -1.3 -3.6 0.09
H -0.356230 -0.466863 2.551318 -0.7 0.3 -3.3 0.10
H -1.237970 -1.439812 0.861717 1.9 3.6 1.8 0.17
```
Positions in Å, forces in eV/Å.


Question: What is the formula in the second record?
Answer: C3H6O


Question: The lowest frontier orbital gap belongs to which entry?
Answer: C12H27F2N3O12